Entry 1:
ORCA calculation (the ωB97M-V functional and the def2-TZVPD basis) on C7H7BrOS in the gas phase.

Output
Orbital gap in eV: 9.48
SMILES string: C[C@H](Br)C(=O)c1cccs1

Last column: Löwdin charge in e.
CARTESIAN COORDINATES (ANGSTROEM)
C (-1.859, 1.833, -0.723)  -0.17
C (-1.861, 0.501, 0.049)  -0.64
Br (-2.282, 0.700, 1.947)  0.62
C (-0.205, -0.133, -0.267)  -0.30
O (0.025, 0.075, -1.436)  0.02
C (0.960, -0.655, 0.643)  -0.49
C (2.115, -1.163, 0.094)  -0.08
C (2.951, -1.592, 1.175)  -0.18
C (2.380, -1.442, 2.407)  -0.43
S (0.799, -0.829, 2.339)  1.00
H (-2.919, 2.036, -1.057)  0.09
H (-1.211, 1.786, -1.662)  0.09
H (-1.477, 2.672, -0.144)  0.06
H (-2.438, -0.388, -0.410)  0.11
H (2.153, -1.142, -1.016)  0.13
H (3.938, -2.001, 1.193)  0.09
H (2.898, -1.896, 3.261)  0.08

=====

Entry 2:
ORCA calculation (the ωB97M-V functional and the def2-TZVPD basis) on 2 unconnected molecules or ions with the total composition C2H5NO2.

Output
Orbital gap in eV: 11.39

Last column: Löwdin charge in e.
CARTESIAN COORDINATES (ANGSTROEM)
C (2.503, 0.313, 0.383)  -0.05
C (-1.358, 0.328, 0.384)  -0.11
N (2.028, 0.531, -0.862)  0.01
O (2.655, -0.722, -0.430)  -0.03
O (-0.763, -0.999, 0.122)  -0.18
H (-1.591, -1.551, 0.089)  0.09
H (-2.148, 0.503, -0.359)  0.08
H (-0.571, 1.055, 0.292)  0.06
H (-1.783, 0.080, 1.343)  0.08
H (1.027, 0.463, -0.961)  0.06

=====

Entry 3:
ORCA calculation (the ωB97M-V functional and the def2-TZVPD basis) on a molecular structure, C43H52BF5N10S4W.

Output
Net charge: +2
Multiplicity: 3
Orbital gap (alpha / beta) in eV: 6.98 / 4.71

Last column: Löwdin charge in e.
CARTESIAN COORDINATES (ANGSTROEM)
W (-0.189, 0.668, 2.091)  1.09
C (2.135, -4.212, 1.140)  -0.04
C (1.265, -3.484, 0.180)  -0.24
C (0.814, -4.043, -0.990)  0.10
C (0.013, -3.275, -1.860)  -0.18
N (-0.395, -2.075, -1.516)  0.19
N (0.007, -1.525, -0.393)  -0.02
B (-0.297, -0.018, -0.158)  -0.75
N (0.895, 0.724, -0.774)  -0.03
N (1.910, 0.058, -1.287)  0.19
C (2.898, 0.692, -1.868)  -0.20
C (2.808, 2.081, -2.122)  0.09
C (1.782, 2.800, -1.556)  -0.23
C (1.618, 4.270, -1.669)  -0.03
C (0.874, 2.072, -0.744)  -0.57
S (-0.200, 2.774, 0.370)  0.89
C (4.156, -0.101, -2.126)  -0.54
C (5.169, 0.367, -1.064)  -0.03
C (4.741, 0.149, -3.518)  -0.03
C (3.880, -1.588, -1.903)  -0.04
N (-1.610, 0.422, -0.880)  -0.01
N (-1.598, 0.459, -2.207)  0.20
C (-2.676, 0.769, -2.887)  -0.17
C (-3.910, 0.961, -2.221)  0.10
C (-3.931, 1.022, -0.855)  -0.22
C (-5.163, 1.316, -0.082)  -0.05
C (-2.696, 0.810, -0.179)  -0.55
S (-2.624, 1.130, 1.490)  0.83
C (-2.583, 0.924, -4.392)  -0.54
C (-2.512, -0.469, -5.029)  -0.02
C (-3.799, 1.669, -4.955)  -0.05
C (-1.319, 1.716, -4.741)  -0.03
C (0.859, -2.149, 0.440)  -0.61
S (1.475, -1.298, 1.789)  0.81
C (-0.333, -3.726, -3.261)  -0.53
C (0.380, -2.730, -4.192)  -0.03
C (0.168, -5.136, -3.579)  -0.05
C (-1.853, -3.674, -3.443)  -0.03
H (2.373, -5.207, 0.774)  0.09
H (1.637, -4.301, 2.105)  0.09
H (3.061, -3.666, 1.314)  0.08
H (1.085, -5.054, -1.246)  0.13
H (3.553, 2.573, -2.726)  0.13
H (2.342, 4.698, -2.357)  0.10
H (1.735, 4.733, -0.687)  0.09
H (0.605, 4.502, -2.003)  0.09
H (5.364, 1.434, -1.139)  0.09
H (6.108, -0.159, -1.215)  0.10
H (4.809, 0.140, -0.062)  0.08
H (5.055, 1.183, -3.640)  0.08
H (4.022, -0.099, -4.295)  0.09
H (5.620, -0.478, -3.651)  0.10
H (3.485, -1.743, -0.901)  0.06
H (4.801, -2.154, -2.008)  0.10
H (3.154, -1.954, -2.624)  0.07
H (-4.823, 1.077, -2.781)  0.13
H (-6.013, 1.454, -0.745)  0.10
H (-5.030, 2.212, 0.524)  0.09
H (-5.368, 0.497, 0.607)  0.09
H (-3.417, -1.035, -4.822)  0.09
H (-1.657, -1.012, -4.647)  0.05
H (-2.413, -0.369, -6.106)  0.10
H (-4.702, 1.065, -4.902)  0.09
H (-3.626, 1.891, -6.004)  0.10
H (-3.963, 2.610, -4.434)  0.10
H (-0.432, 1.228, -4.348)  0.07
H (-1.380, 2.723, -4.333)  0.09
H (-1.225, 1.794, -5.821)  0.09
H (1.457, -2.872, -4.133)  0.08
H (0.153, -1.708, -3.900)  0.06
H (0.074, -2.892, -5.222)  0.10
H (1.250, -5.205, -3.491)  0.09
H (-0.093, -5.380, -4.605)  0.10
H (-0.294, -5.879, -2.934)  0.09
H (-2.245, -2.716, -3.117)  0.06
H (-2.323, -4.460, -2.855)  0.09
H (-2.106, -3.831, -4.488)  0.10
C (-4.774, -2.039, 3.978)  -0.07
C (-3.598, -3.005, 4.090)  -0.25
N (-2.443, -2.375, 4.698)  0.02
C (-1.611, -1.546, 4.084)  -0.67
S (-1.636, -1.421, 2.337)  0.81
N (-0.741, -0.862, 4.777)  0.03
N (0.052, -0.028, 4.125)  -0.17
C (0.953, 0.621, 4.833)  -0.24
C (1.000, 0.531, 6.322)  0.01
C (1.969, 1.317, 4.093)  -0.22
C (3.065, 1.916, 4.730)  0.04
C (4.090, 2.435, 3.971)  0.01
C (4.026, 2.305, 2.585)  0.00
C (2.905, 1.732, 2.018)  -0.11
N (1.873, 1.281, 2.738)  -0.09
H (-5.589, -2.510, 3.439)  0.08
H (-4.482, -1.139, 3.443)  0.05
H (-5.131, -1.755, 4.962)  0.08
H (-3.320, -3.366, 3.098)  0.09
H (-3.867, -3.860, 4.709)  0.13
H (-2.384, -2.366, 5.709)  0.16
H (0.103, 0.030, 6.676)  0.08
H (1.060, 1.523, 6.770)  0.10
H (1.870, -0.039, 6.647)  0.11
H (3.095, 1.969, 5.805)  0.12
H (4.930, 2.910, 4.451)  0.13
H (4.829, 2.658, 1.961)  0.12
H (2.829, 1.646, 0.940)  0.11
F (1.241, 3.798, 2.492)  0.00
C (0.180, 3.674, 3.327)  -0.26
C (-0.574, 2.506, 3.277)  -0.23
C (-1.629, 2.477, 4.183)  -0.25
F (-2.381, 1.342, 4.184)  -0.01
C (-1.931, 3.494, 5.079)  -0.13
F (-2.946, 3.378, 5.930)  0.14
C (-1.135, 4.641, 5.083)  -0.12
F (-1.384, 5.633, 5.923)  0.16
C (-0.061, 4.727, 4.200)  -0.13
F (0.744, 5.785, 4.201)  0.14

=====

Entry 4:
ORCA calculation (the ωB97M-V functional and the def2-TZVPD basis) on C4H5NO2 in the gas phase.

Output
Orbital gap in eV: 9.70
SMILES string: O=CC(=O)N1CC1

Last column: Löwdin charge in e.
CARTESIAN COORDINATES (ANGSTROEM)
O (-0.534, -1.371, -2.146)  0.09
C (-0.317, -0.188, -2.118)  -0.15
C (-0.228, 0.633, -0.831)  -0.42
O (0.019, 1.818, -0.896)  0.11
N (-0.535, -0.064, 0.325)  -0.02
C (-0.083, 0.435, 1.599)  -0.10
C (0.476, -0.827, 1.040)  -0.08
H (-0.162, 0.429, -3.025)  0.13
H (-0.826, 0.381, 2.390)  0.11
H (0.533, 1.331, 1.582)  0.11
H (1.494, -0.786, 0.655)  0.12
H (0.162, -1.792, 1.426)  0.11